{
  "formula": "C27H58CrN3O5SSi4",
  "method": "wB97M-V/def2-TZVPD",
  "species": ["Cr", "C", "N", "C", "C", "O", "C", "O", "C", "C", "O", "N", "C", "C", "H", "H", "H", "H", "H", "H", "H", "H", "H", "H", "H", "H", "H", "H", "H", "H", "O", "C", "C", "C", "C", "C", "C", "N", "H", "H", "H", "H", "H", "H", "H", "C", "Si", "C", "C", "Si", "Si", "C", "C", "C", "Si", "C", "C", "C", "H", "H", "H", "H", "H", "H", "H", "H", "H", "H", "H", "H", "H", "H", "H", "H", "H", "H", "H", "H", "H", "H", "H", "H", "H", "H", "H", "O", "S", "C", "C", "C", "C", "H", "H", "H", "H", "H", "H", "H", "H"],
  "coordinates": [[0.313, -0.670, 0.498], [-2.004, -0.751, 5.532], [-1.431, -0.064, 4.376], [-0.743, 1.202, 4.620], [-1.543, -0.543, 3.131], [-1.133, 0.048, 2.134], [-2.182, -1.919, 2.990], [-1.959, -2.472, 1.716], [-3.008, -2.411, 0.792], [-2.622, -1.625, -0.460], [-1.543, -1.032, -0.528], [-3.499, -1.635, -1.471], [-4.839, -2.206, -1.365], [-3.247, -0.845, -2.671], [-1.942, -0.083, 6.387], [-1.458, -1.664, 5.777], [-3.055, -0.994, 5.380], [-1.446, 1.977, 4.926], [-0.247, 1.520, 3.711], [-0.005, 1.059, 5.411], [-3.253, -1.843, 3.208], [-1.745, -2.596, 3.723], [-3.913, -1.974, 1.224], [-3.246, -3.433, 0.490], [-4.864, -3.064, -0.703], [-5.149, -2.542, -2.353], [-5.559, -1.463, -1.016], [-2.301, -0.331, -2.574], [-4.041, -0.110, -2.797], [-3.231, -1.497, -3.546], [0.678, -2.137, 2.529], [1.920, -1.603, 2.997], [2.873, -1.375, 1.856], [4.198, -1.764, 1.922], [5.017, -1.565, 0.819], [4.478, -0.984, -0.309], [3.142, -0.612, -0.290], [2.351, -0.804, 0.764], [0.846, -2.917, 1.981], [2.376, -2.248, 3.748], [1.666, -0.653, 3.469], [4.574, -2.223, 2.828], [6.057, -1.865, 0.845], [5.070, -0.796, -1.194], [2.683, -0.128, -1.139], [-1.500, 4.539, -1.228], [-1.468, 2.974, -0.200], [-1.692, 3.469, 1.594], [-3.033, 2.034, -0.644], [0.455, 1.675, -0.447], [2.073, 3.018, 0.581], [1.738, 4.857, 0.449], [2.150, 2.622, 2.422], [3.815, 2.760, -0.079], [0.990, 1.943, -2.704], [1.541, 3.687, -3.124], [-0.465, 1.559, -3.829], [2.379, 0.830, -3.325], [-2.309, 5.192, -0.882], [-1.675, 4.320, -2.286], [-0.566, 5.095, -1.150], [-2.544, 4.149, 1.692], [-0.809, 3.969, 2.003], [-1.886, 2.579, 2.196], [-3.908, 2.584, -0.281], [-3.034, 1.043, -0.184], [-3.134, 1.920, -1.726], [0.780, 5.129, 0.898], [1.723, 5.185, -0.593], [2.524, 5.418, 0.966], [1.308, 3.077, 2.953], [3.074, 3.009, 2.865], [2.116, 1.541, 2.595], [3.854, 2.784, -1.172], [4.241, 1.809, 0.253], [4.464, 3.558, 0.297], [0.755, 4.417, -2.925], [1.805, 3.756, -4.186], [2.421, 3.978, -2.544], [-1.391, 2.023, -3.473], [-0.629, 0.480, -3.915], [-0.262, 1.943, -4.834], [3.336, 1.056, -2.842], [2.504, 1.008, -4.398], [2.171, -0.238, -3.189], [0.788, -2.827, -0.289], [-0.188, -3.780, -0.971], [-0.230, -3.315, -2.708], [-0.152, -4.625, -3.478], [0.969, -5.418, -2.800], [0.722, -5.317, -1.291], [0.662, -2.697, -2.843], [-1.120, -2.712, -2.891], [0.038, -4.451, -4.536], [-1.098, -5.168, -3.402], [1.934, -4.975, -3.048], [0.991, -6.457, -3.124], [1.627, -5.240, -0.689], [0.110, -6.133, -0.907]],
  "forces_ev_per_a": [[-0.76, -0.09, -0.37], [0.08, 0.07, -0.06], [-0.10, 0.09, 0.15], [-0.05, -0.10, 0.01], [0.10, -0.21, -0.01], [0.00, 0.21, 0.10], [-0.12, -0.02, 0.03], [0.05, 0.07, -0.05], [-0.04, -0.02, -0.01], [-0.04, -0.01, 0.31], [0.15, -0.11, -0.20], [-0.12, 0.01, -0.01], [0.08, 0.07, -0.07], [-0.09, -0.07, -0.01], [-0.01, 0.01, -0.01], [0.02, 0.00, -0.01], [0.00, -0.01, -0.02], [-0.03, -0.01, 0.01], [0.03, 0.00, -0.06], [0.01, 0.03, -0.01], [-0.03, -0.02, 0.00], [0.02, -0.04, 0.00], [0.00, 0.03, 0.01], [-0.04, -0.05, -0.01], [0.01, -0.03, 0.03], [0.01, 0.00, -0.02], [0.02, 0.02, 0.00], [0.10, 0.07, 0.02], [0.00, 0.02, -0.01], [-0.02, 0.00, -0.01], [0.26, 0.08, 0.03], [-0.13, -0.06, -0.10], [0.09, -0.12, 0.20], [-0.02, 0.02, 0.07], [0.14, -0.08, 0.12], [-0.17, 0.13, -0.13], [0.18, 0.07, -0.14], [0.41, -0.06, 0.15], [0.01, -0.01, -0.05], [0.01, -0.06, 0.04], [0.00, 0.05, 0.02], [0.02, 0.00, -0.04], [-0.05, 0.02, 0.02], [-0.01, -0.01, 0.02], [0.01, -0.03, 0.03], [-0.02, 0.15, -0.14], [0.03, -0.06, 0.03], [0.04, 0.08, 0.22], [-0.22, -0.12, -0.04], [0.13, 0.00, -0.11], [-0.07, -0.05, 0.04], [-0.03, 0.20, -0.03], [0.02, -0.06, 0.21], [0.16, -0.09, -0.10], [-0.04, 0.12, 0.03], [0.10, 0.13, -0.06], [-0.19, -0.02, -0.12], [0.18, -0.13, -0.07], [0.02, -0.04, -0.05], [0.03, 0.03, 0.06], [-0.03, 0.04, 0.00], [0.04, -0.03, 0.03], [-0.08, -0.02, 0.01], [0.00, 0.00, 0.02], [0.02, -0.02, -0.05], [-0.03, 0.06, -0.01], [-0.01, -0.02, 0.04], [0.05, 0.02, -0.03], [0.01, 0.02, 0.04], [-0.04, -0.03, -0.02], [0.05, -0.04, -0.02], [-0.07, 0.00, 0.01], [0.02, 0.07, 0.00], [0.04, 0.01, 0.07], [0.00, 0.04, -0.02], [-0.01, -0.04, -0.02], [0.02, -0.01, -0.01], [-0.02, 0.00, 0.07], [-0.04, 0.02, -0.05], [0.05, -0.04, -0.05], [-0.02, 0.02, 0.02], [-0.04, -0.05, 0.03], [-0.04, -0.02, -0.07], [0.04, -0.03, 0.03], [-0.01, 0.08, -0.04], [-0.16, -0.30, 0.07], [-0.01, 0.39, 0.42], [0.00, 0.05, -0.14], [0.04, -0.02, 0.04], [-0.02, 0.02, 0.01], [0.10, -0.04, -0.08], [-0.03, 0.01, -0.06], [0.06, -0.05, -0.01], [0.03, 0.01, -0.01], [0.00, 0.00, -0.01], [-0.01, 0.01, 0.00], [0.01, -0.01, 0.00], [-0.01, -0.05, -0.02], [0.00, 0.00, -0.04]],
  "charge": 1,
  "energy_ha": -4204.6273,
  "multiplicity": 5
}

{
  "formula": "C27H58N3O11P4SSi",
  "method": "wB97M-V/def2-TZVPD",
  "species": ["C", "C", "O", "C", "C", "C", "C", "C", "O", "C", "O", "C", "P", "N", "C", "C", "C", "O", "Si", "C", "C", "C", "C", "N", "N", "P", "P", "O", "O", "O", "C", "S", "P", "C", "C", "H", "H", "H", "H", "H", "H", "H", "H", "H", "H", "H", "H", "H", "H", "H", "H", "H", "H", "H", "H", "H", "H", "H", "H", "H", "H", "H", "H", "H", "H", "H", "H", "H", "H", "H", "H", "H", "H", "H", "H", "H", "H", "H", "H", "H", "H", "O", "C", "O", "C", "C", "C", "H", "H", "H", "H", "H", "H", "O", "C", "O", "C", "C", "C", "H", "H", "H", "H", "H", "H"],
  "coordinates": [[-2.188, 3.083, 0.082], [-0.904, 2.367, 0.500], [-1.138, 0.956, 0.498], [-0.364, 0.124, 1.367], [-0.760, 0.370, 2.832], [-2.229, 0.706, 3.124], [-2.434, 2.062, 3.804], [-3.903, 2.416, 3.887], [-4.346, 2.836, 2.585], [-5.284, 2.104, 1.999], [-5.423, 2.055, 0.819], [1.123, 0.483, 1.164], [2.385, -0.333, 2.242], [1.993, -0.738, 3.695], [1.485, 0.276, -0.322], [2.896, 0.799, -0.703], [3.940, -0.225, -1.157], [3.967, -0.323, -2.567], [5.124, 0.511, -3.444], [6.734, -0.419, -3.550], [5.425, 2.217, -2.756], [4.459, 0.711, -5.168], [1.246, -1.144, -0.757], [-0.189, -1.582, -0.571], [-0.158, -3.003, -0.798], [-1.075, -0.789, -2.067], [-2.565, -2.106, -2.962], [-2.870, -1.345, -4.186], [-3.840, -2.415, -2.077], [-1.852, -3.503, -3.173], [-0.728, -1.342, 0.867], [-2.549, -1.468, 0.623], [-0.419, -2.719, 2.152], [1.217, -3.522, 1.999], [-1.653, -4.059, 1.996], [-2.005, 3.694, -0.801], [-2.561, 3.727, 0.873], [-2.959, 2.356, -0.167], [-0.124, 2.592, -0.236], [-0.534, 2.724, 1.462], [-0.159, 1.221, 3.167], [-0.437, -0.447, 3.465], [-2.620, -0.040, 3.823], [-2.861, 0.682, 2.237], [-1.900, 2.850, 3.268], [-2.043, 2.038, 4.824], [-4.098, 3.207, 4.608], [-4.476, 1.538, 4.200], [-5.933, 1.546, 2.686], [1.292, 1.543, 1.360], [3.451, 0.576, 2.170], [2.832, -1.415, 1.471], [2.533, -0.274, 4.412], [0.764, 0.873, -0.885], [2.774, 1.518, -1.513], [3.295, 1.375, 0.133], [4.913, 0.095, -0.771], [3.774, -1.221, -0.745], [6.565, -1.467, -3.800], [7.345, -0.355, -2.649], [7.307, 0.021, -4.369], [6.199, 2.688, -3.363], [4.528, 2.831, -2.749], [5.827, 2.166, -1.739], [3.439, 1.099, -5.135], [4.496, -0.203, -5.757], [5.053, 1.489, -5.653], [1.898, -1.905, -0.346], [1.402, -1.173, -1.840], [-1.090, -3.380, -0.671], [0.209, -3.181, -1.726], [-1.970, 0.149, -1.537], [-4.524, -1.754, -2.266], [-2.092, -3.868, -4.040], [-2.870, -1.578, 1.915], [1.777, -3.298, 2.905], [1.803, -3.271, 1.121], [1.059, -4.601, 1.958], [-1.219, -4.943, 2.464], [-2.536, -3.791, 2.565], [-1.951, -4.335, 0.984], [-3.880, -4.749, 4.346], [-4.703, -5.311, 3.684], [-4.474, -5.634, 2.387], [-5.667, -6.191, 1.795], [-6.487, -6.713, 2.970], [-6.104, -5.733, 4.078], [-6.180, -5.397, 1.248], [-5.372, -6.969, 1.096], [-7.552, -6.758, 2.758], [-6.154, -7.717, 3.235], [-6.738, -4.844, 4.079], [-6.100, -6.172, 5.071], [3.262, 4.269, -4.333], [3.412, 5.386, -3.930], [4.638, 5.916, -3.730], [4.532, 7.231, -3.154], [3.133, 7.714, -3.520], [2.349, 6.402, -3.549], [4.673, 7.143, -2.074], [5.326, 7.850, -3.562], [2.744, 8.456, -2.826], [3.144, 8.156, -4.516], [1.957, 6.132, -2.567], [1.542, 6.393, -4.275]],
  "forces_ev_per_a": [[0.22, 0.00, -0.03], [0.02, 0.19, -0.38], [0.18, 0.01, -0.01], [-0.11, 0.02, 0.12], [-0.17, 0.52, 0.18], [-0.23, 0.01, 0.29], [0.05, -0.11, 0.12], [-0.06, -0.02, 0.16], [0.38, 0.19, 0.31], [-0.29, -0.35, -0.01], [-0.11, 0.12, -0.62], [0.54, -0.86, -0.75], [0.00, 0.17, 1.04], [-0.03, 0.02, -0.28], [0.00, 0.24, 0.27], [-0.25, -0.04, 0.06], [0.34, 0.30, -0.15], [-0.16, -0.15, 0.31], [0.11, 0.28, -0.82], [-0.05, -0.01, 0.13], [0.13, -0.40, 0.55], [-0.15, 0.14, 0.26], [0.06, -0.01, -0.76], [-0.28, 0.03, -0.04], [0.23, -0.04, 0.40], [0.66, 0.26, -0.60], [-0.36, 0.70, -0.63], [0.15, -0.08, 0.41], [0.01, -0.20, 0.04], [-0.06, -0.19, 0.12], [-0.27, -0.24, 0.06], [-0.14, 0.10, -0.21], [0.06, 0.67, 1.47], [0.12, -0.35, -0.26], [0.12, -0.13, -0.86], [-0.05, 0.04, 0.01], [-0.13, -0.06, -0.01], [-0.07, 0.03, 0.09], [0.12, -0.04, 0.07], [-0.14, -0.16, 0.16], [0.04, 0.01, -0.03], [0.18, -0.09, -0.13], [-0.09, -0.13, -0.15], [0.17, 0.00, -0.15], [-0.05, 0.08, 0.02], [0.12, -0.01, -0.03], [0.02, 0.17, -0.15], [-0.05, 0.02, 0.02], [0.02, -0.09, 0.26], [-0.33, 0.04, 0.27], [0.10, 0.01, -0.34], [0.06, 0.11, -0.25], [-0.07, -0.06, 0.11], [0.01, 0.07, -0.01], [0.13, -0.05, -0.07], [-0.02, -0.01, 0.04], [0.04, -0.04, 0.00], [-0.04, -0.05, 0.04], [0.03, -0.04, 0.05], [0.01, -0.08, 0.03], [0.05, 0.02, 0.01], [-0.12, 0.14, -0.09], [0.03, 0.12, -0.15], [-0.02, 0.07, 0.04], [-0.06, -0.10, -0.06], [-0.04, 0.00, -0.08], [0.07, -0.11, -0.13], [-0.25, 0.01, 0.41], [0.12, -0.15, 0.02], [-0.09, 0.03, -0.20], [-0.23, 0.00, -0.16], [-0.18, -0.18, 0.28], [-0.08, -0.08, 0.08], [0.08, -0.10, 0.04], [0.10, -0.15, 0.16], [0.05, 0.13, -0.05], [-0.03, -0.01, -0.02], [-0.05, 0.01, -0.04], [0.09, 0.08, 0.13], [0.00, -0.07, 0.01], [-0.05, -0.09, 0.05], [0.03, 0.01, 0.02], [-0.10, 0.16, 0.06], [-0.10, -0.06, -0.07], [-0.07, -0.10, 0.01], [0.04, 0.07, 0.08], [0.05, -0.31, -0.21], [-0.01, 0.02, 0.02], [0.09, 0.03, -0.01], [0.00, 0.05, -0.03], [0.00, -0.02, -0.02], [0.01, 0.03, 0.06], [-0.01, 0.13, 0.07], [-0.08, -0.05, 0.00], [-0.07, -0.02, 0.08], [0.06, 0.04, 0.01], [-0.05, 0.10, 0.02], [-0.06, -0.10, -0.01], [0.21, 0.25, -0.16], [-0.02, -0.01, 0.01], [0.05, -0.07, -0.04], [0.02, -0.03, 0.05], [0.01, 0.02, 0.00], [-0.04, -0.03, -0.01], [-0.08, -0.12, 0.06]],
  "charge": 1,
  "energy_ha": -4108.4192
}